The following is a DFT calculation (ωB97M-V with the def2-TZVPD basis set) of a structure of composition C36H36N11O4S2Sn.

Properties
ΔE to the lowest compared entry with this formula, charge and spin: 1.600 eV
Multiplicity: 1
HOMO energy: -10.30 eV
Strongest force on any atom: 0.45 eV/A
Charge: +1
Electronic energy: -89995.40972 eV

Cartesian coordinates (Å):
Sn: 0.88912 -0.47410 0.81754
C: 0.86724 -2.99020 -4.40474
N: 0.48359 -1.93001 -3.48174
C: 1.08887 -1.53402 -2.35918
N: 0.36229 -0.60559 -1.76018
C: -0.68564 -0.44030 -2.60815
N: -0.65156 -1.22216 -3.66062
C: 2.01106 -2.69432 -5.34833
C: 2.56461 -3.78578 -6.01401
C: 3.59317 -3.61076 -6.92494
C: 4.06803 -2.33927 -7.19545
C: 3.50472 -1.24598 -6.54650
C: 2.48641 -1.42267 -5.61063
C: 3.98970 0.08673 -6.89146
N: 4.91931 0.39811 -7.72766
N: 5.00239 1.78249 -7.72138
C: 4.11302 2.19284 -6.88692
O: 3.43061 1.17120 -6.31651
C: 3.79968 3.55403 -6.47570
C: 4.55098 4.62418 -6.95615
C: 4.28390 5.89911 -6.49101
C: 3.28438 6.10807 -5.54568
C: 2.52297 5.04319 -5.08740
C: 1.46035 5.23833 -4.03466
N: 1.59962 4.25715 -2.97083
C: 0.99994 3.06377 -2.84688
N: 1.56021 2.35965 -1.88435
C: 2.54247 3.19605 -1.45330
N: 2.60681 4.34929 -2.08250
C: 2.78132 3.77008 -5.56260
H: -0.02777 -3.21871 -4.98160
H: 1.10606 -3.86951 -3.80629
H: 2.00725 -1.96642 -1.99286
H: -1.50155 0.23893 -2.42752
H: 2.18715 -4.78186 -5.81218
H: 4.02083 -4.46671 -7.42892
H: 4.85941 -2.17423 -7.91329
H: 2.05681 -0.55763 -5.11878
H: 5.33945 4.44125 -7.67331
H: 4.87009 6.73556 -6.84668
H: 3.10027 7.10493 -5.16348
H: 0.45824 5.11817 -4.44798
H: 1.54497 6.23105 -3.59809
H: 0.16276 2.75671 -3.45469
H: 3.22306 2.94346 -0.65666
H: 2.20419 2.92361 -5.20898
O: -2.98743 -3.92398 3.23837
C: -2.98466 -4.23021 1.91899
C: -3.76718 -5.27970 1.44128
C: -3.79715 -5.59344 0.09656
C: -3.03682 -4.85937 -0.80420
C: -2.24901 -3.82857 -0.33128
C: -2.19698 -3.49196 1.02530
C: -1.28702 -2.39420 1.42529
O: -0.63317 -1.80497 0.44363
N: -1.15703 -2.05971 2.66284
N: -0.22420 -1.03633 2.84051
C: -0.27572 -0.55609 4.03682
S: 0.84794 0.64747 4.60830
C: -0.11965 1.04255 6.09176
C: -0.72283 -0.25069 6.59346
S: -1.45269 -1.13704 5.18672
H: -3.61410 -4.50289 3.68705
H: -4.36093 -5.85095 2.14685
H: -4.41981 -6.40914 -0.24672
H: -3.06456 -5.08716 -1.86075
H: -1.64346 -3.24956 -1.01387
H: -0.88894 1.76429 5.82079
H: 0.56114 1.48719 6.81591
H: -1.51499 -0.06858 7.31847
H: 0.03741 -0.88617 7.04608
O: 0.43177 1.67646 1.63599
C: -0.01159 2.83044 1.79793
C: 0.67592 3.76565 2.75669
C: 1.20283 5.07020 2.13839
C: 0.14065 6.13006 1.86745
C: -0.91011 5.72862 0.83834
C: -1.75833 4.54489 1.28750
N: -1.08906 3.25233 1.13785
H: 1.49978 3.19349 3.17766
H: -0.01648 3.99858 3.57322
H: 1.75735 4.84313 1.22488
H: 1.92395 5.48582 2.84392
H: 0.63619 7.04272 1.53243
H: -0.36375 6.37499 2.80883
H: -0.43265 5.47656 -0.11115
H: -1.57295 6.57643 0.65530
H: -2.66761 4.48460 0.69315
H: -2.06271 4.67858 2.32937
H: -1.50238 2.56951 0.52140

Forces on atoms 1 to 2 (eV/Å):
0.4106 -0.0151 0.1806
-0.0830 -0.0127 0.0369